(1)
{"formula": "C45H36Cl3N3P2Tl", "method": "the ωB97M-V functional and the def2-TZVPD basis", "symbols": ["Tl", "C", "P", "C", "C", "C", "C", "C", "C", "C", "C", "C", "C", "C", "C", "C", "C", "C", "C", "C", "P", "C", "C", "C", "C", "C", "C", "C", "C", "C", "C", "C", "C", "N", "H", "H", "H", "H", "H", "H", "H", "H", "H", "H", "H", "H", "H", "H", "H", "H", "H", "H", "H", "H", "H", "H", "H", "H", "H", "H", "Cl", "C", "Cl", "Cl", "C", "N", "N", "C", "C", "C", "C", "C", "C", "C", "C", "C", "C", "C", "C", "C", "H", "H", "H", "H", "H", "H", "H", "H", "H", "H"], "xyz": [[-0.31616, -0.00642, 0.08026], [2.46381, -0.37996, 2.02327], [1.79418, -1.46180, 0.67669], [1.42365, -3.16866, 1.22257], [0.55636, -3.87415, 0.40627], [0.30694, -5.21114, 0.71422], [0.96855, -5.80957, 1.77034], [1.84634, -5.07793, 2.58108], [2.07467, -3.73842, 2.30579], [3.03744, -1.52189, -0.63203], [3.26806, -0.40950, -1.41671], [4.14440, -0.44697, -2.49632], [4.81447, -1.63333, -2.80314], [4.59566, -2.74456, -2.04210], [3.73434, -2.71163, -0.94668], [2.58116, 0.96694, 1.35646], [3.59355, 1.85754, 1.04961], [3.07295, 2.80567, 0.13496], [1.74655, 2.43600, -0.06996], [0.70415, 3.07412, -0.93599], [-0.11119, 1.74574, -1.89019], [0.90520, 1.38481, -3.31996], [1.84009, 2.27923, -3.85497], [2.46280, 2.02260, -5.02677], [2.16506, 0.92445, -5.80408], [1.24329, 0.01182, -5.27448], [0.66836, 0.20010, -4.01623], [-1.64037, 2.37527, -2.57352], [-1.70510, 3.04895, -3.78379], [-2.88690, 3.62395, -4.22010], [-3.99632, 3.59467, -3.37503], [-3.94415, 2.91531, -2.16020], [-2.77592, 2.31125, -1.73753], [1.43262, 1.34664, 0.67012], [3.44653, -0.73270, 2.38476], [1.74742, -0.39012, 2.85140], [0.13792, -3.41141, -0.44135], [-0.32326, -5.81651, 0.08818], [0.85600, -6.88074, 1.89928], [2.31583, -5.53386, 3.47366], [2.81118, -3.24030, 2.88080], [2.69243, 0.48394, -1.21101], [4.22642, 0.41547, -3.12908], [5.44829, -1.68776, -3.68217], [5.14189, -3.67163, -2.21057], [3.53312, -3.57960, -0.38869], [4.59176, 1.82950, 1.44494], [3.59120, 3.67042, -0.30545], [1.08010, 3.87010, -1.56826], [-0.09113, 3.57796, -0.34205], [2.10275, 3.20875, -3.36900], [3.18214, 2.74912, -5.43947], [2.68238, 0.68752, -6.76912], [0.93534, -0.86342, -5.81263], [-0.01077, -0.54547, -3.58057], [-0.81327, 3.05831, -4.40297], [-3.02287, 4.06472, -5.21698], [-4.92463, 4.02500, -3.75243], [-4.83439, 2.73911, -1.59305], [-2.73935, 1.83719, -0.75314], [-3.28349, -4.31400, 0.20451], [-3.65837, -3.52249, -1.35224], [-3.93663, -4.73781, -2.56761], [-5.04262, -2.38788, -1.17558], [-2.45379, -2.69411, -1.64516], [-1.49109, -2.06788, -1.82850], [-2.15869, 0.52808, 1.05877], [-2.17919, 0.55365, 2.34047], [-3.15981, 1.54976, 2.93010], [-3.64103, 1.42960, 4.24375], [-4.40091, 2.47828, 4.78940], [-4.71356, 3.60207, 3.99757], [-4.23770, 3.68895, 2.70088], [-3.49747, 2.65276, 2.19336], [-1.31060, -0.23806, 3.26507], [-0.49596, 0.42668, 4.18781], [0.17333, -0.32340, 5.17498], [0.15896, -1.70362, 5.16344], [-0.59354, -2.35950, 4.16741], [-1.32548, -1.63056, 3.23829], [-3.37022, 0.58453, 4.81913], [-4.68739, 2.40666, 5.82210], [-5.29156, 4.43099, 4.39776], [-4.45223, 4.57712, 2.09790], [-3.07911, 2.71122, 1.17711], [-0.45632, 1.47538, 4.26611], [0.69642, 0.20059, 5.99215], [0.66747, -2.28304, 5.94796], [-0.63498, -3.42780, 4.15823], [-1.97601, -2.19887, 2.56793]], "total_charge": 1, "homo_energy_ev": -9.86, "energy_ha": -4136.1595, "de_lowest_kcal_mol": 24.4}

***

(2)
{"formula": "C45H37GeN6O2Tc", "method": "the ωB97M-V functional and the def2-TZVPD basis", "symbols": ["Tc", "C", "C", "C", "C", "C", "N", "C", "C", "C", "C", "C", "C", "C", "N", "C", "C", "C", "N", "C", "C", "N", "C", "C", "C", "N", "H", "H", "H", "H", "H", "H", "H", "H", "H", "H", "H", "H", "H", "H", "H", "H", "H", "H", "O", "C", "O", "C", "C", "C", "C", "C", "N", "H", "H", "H", "H", "C", "Ge", "C", "C", "C", "C", "C", "C", "C", "C", "C", "C", "C", "C", "C", "C", "C", "C", "C", "C", "H", "H", "H", "H", "H", "H", "H", "H", "H", "H", "H", "H", "H", "H", "H"], "xyz": [[-0.06788, -0.57712, -0.64201], [3.85004, -3.41719, 4.13866], [3.34784, -2.51394, 3.05242], [4.11564, -2.25770, 1.91632], [3.61338, -1.49022, 0.88865], [2.32717, -0.95547, 0.95901], [1.77102, -0.27708, -0.14139], [2.54005, 0.68825, -0.80423], [3.41773, 1.51010, -0.08662], [4.11578, 2.52098, -0.70693], [3.96078, 2.76458, -2.07400], [4.66862, 3.90574, -2.74061], [3.10816, 1.93857, -2.79480], [2.41481, 0.89850, -2.19002], [1.66656, 0.03542, -3.03963], [1.91305, -0.24428, -4.34047], [0.91871, -1.07618, -4.79432], [0.08078, -1.27827, -3.69697], [0.54108, -0.60597, -2.64782], [1.56545, -1.16376, 2.12187], [2.08300, -1.94516, 3.14336], [0.31878, -0.51166, 2.35232], [-0.17877, -0.11322, 3.54602], [-1.38855, 0.49468, 3.32320], [-1.57232, 0.44279, 1.94038], [-0.54063, -0.16064, 1.36703], [4.93776, -3.44750, 4.15812], [3.49603, -4.43695, 3.96552], [3.49268, -3.10376, 5.11851], [5.10353, -2.69026, 1.82742], [4.19459, -1.32925, -0.01006], [3.51922, 1.35115, 0.97926], [4.78029, 3.14633, -0.12469], [5.63217, 4.09776, -2.27206], [4.07413, 4.81790, -2.65336], [4.82765, 3.71532, -3.80031], [2.97076, 2.11854, -3.85285], [2.78113, 0.15030, -4.83849], [0.81518, -1.48490, -5.78361], [-0.82157, -1.86258, -3.60424], [1.47853, -2.13689, 4.01983], [0.37240, -0.26786, 4.45684], [-2.04754, 0.92246, 4.05730], [-2.39296, 0.79439, 1.33656], [-3.35099, 0.50431, -2.68700], [-2.40843, 0.55617, -1.95213], [-1.93165, -0.49625, -1.28215], [-1.68851, 1.85160, -1.66759], [-2.23092, 3.05880, -2.06593], [-1.55135, 4.22220, -1.74060], [-0.36086, 4.12894, -1.03497], [0.11822, 2.87703, -0.69035], [-0.52995, 1.75279, -1.00450], [-3.16493, 3.05923, -2.60982], [-1.94743, 5.18745, -2.02601], [0.19156, 5.01264, -0.74854], [1.04723, 2.76920, -0.14455], [-0.07844, -2.21164, -0.26034], [-0.04886, -4.11749, 0.41330], [-0.77481, -3.83038, 2.18723], [-1.98883, -3.14256, 2.27158], [-2.56856, -2.88343, 3.50526], [-1.94422, -3.31583, 4.66754], [-0.73874, -4.00070, 4.59536], [-0.15320, -4.25140, 3.36131], [1.83378, -4.52648, 0.20839], [2.49802, -5.40953, 1.05960], [3.83154, -5.72884, 0.84252], [4.51228, -5.18237, -0.23679], [3.85826, -4.31607, -1.10085], [2.52897, -3.98727, -0.87602], [-1.24207, -5.02317, -0.79503], [-2.45936, -5.53234, -0.35100], [-3.31011, -6.17174, -1.24293], [-2.94945, -6.29959, -2.57585], [-1.73289, -5.79945, -3.02394], [-0.87907, -5.16545, -2.13551], [-2.49438, -2.81202, 1.36857], [-3.51382, -2.35899, 3.55892], [-2.40317, -3.12987, 5.62972], [-0.25996, -4.35093, 5.50096], [0.79307, -4.77693, 3.32538], [1.97600, -5.88246, 1.88253], [4.33354, -6.42295, 1.50403], [5.54662, -5.44652, -0.41375], [4.38193, -3.90595, -1.95533], [2.03286, -3.30455, -1.56091], [-2.74669, -5.44214, 0.68982], [-4.25206, -6.57403, -0.89517], [-3.61352, -6.79955, -3.26814], [-1.44825, -5.91775, -4.06116], [0.08319, -4.80494, -2.48606]], "total_charge": 2, "homo_energy_ev": [-13.65, -13.65], "energy_ha": -4373.2616, "de_lowest_kcal_mol": 0.0}

***

(3)
{"formula": "C45H38BF4IrN6O8S3", "method": "the ωB97M-V functional and the def2-TZVPD basis", "symbols": ["Ir", "N", "S", "N", "S", "N", "S", "N", "C", "C", "C", "C", "C", "C", "C", "C", "C", "C", "C", "C", "C", "C", "C", "C", "C", "C", "C", "C", "C", "C", "C", "C", "C", "C", "C", "C", "C", "C", "C", "C", "C", "C", "C", "C", "H", "H", "H", "H", "H", "H", "H", "H", "H", "H", "H", "H", "H", "H", "H", "H", "H", "H", "H", "H", "H", "H", "H", "H", "H", "H", "H", "H", "H", "H", "O", "C", "O", "C", "C", "C", "C", "C", "C", "O", "N", "O", "O", "N", "O", "O", "H", "H", "C", "C", "O", "H", "H", "H", "H", "H", "H", "F", "B", "F", "F", "F"], "xyz": [[0.64218, -0.36802, -1.33802], [-0.71618, 0.72694, -0.80316], [-0.96937, 1.79923, 0.26940], [-1.26194, 1.23832, 1.81515], [-1.38433, -0.24950, 2.22704], [-0.02121, -0.97528, 2.59974], [1.37294, -1.06550, 1.76965], [1.42406, -0.82527, 0.31120], [1.74383, -2.78294, 2.13285], [1.84842, -3.10712, 3.49446], [2.30715, -4.37398, 3.83869], [2.49246, -5.35371, 2.86199], [2.27020, -5.06641, 1.51671], [1.79919, -3.79371, 1.19823], [2.71712, -0.25676, 2.61475], [2.61892, 0.21408, 3.88195], [3.63302, 1.01519, 4.40838], [4.73529, 1.37669, 3.67186], [4.87905, 0.84935, 2.39763], [3.89880, -0.05922, 1.90674], [-2.49741, -1.19272, 1.22428], [-2.13659, -2.23827, 0.39171], [-3.11369, -2.89423, -0.41283], [-4.42049, -2.42978, -0.34263], [-4.77045, -1.33735, 0.46627], [-3.81677, -0.73847, 1.27150], [-2.17828, -0.22758, 3.75880], [-2.52826, -1.41939, 4.31099], [-3.21857, -1.48187, 5.52573], [-3.40646, -0.32643, 6.25612], [-3.09288, 0.91565, 5.69862], [-2.45391, 0.95849, 4.47352], [0.21508, 3.16736, 0.58749], [0.89357, 3.29443, 1.78637], [1.67711, 4.41318, 2.07598], [2.00452, 5.36406, 1.10220], [1.38543, 5.16895, -0.13413], [0.54236, 4.07058, -0.45153], [-2.30457, 2.76335, -0.22941], [-2.92384, 3.58310, 0.70276], [-4.04294, 4.27297, 0.35533], [-4.58928, 4.21739, -0.91864], [-3.95358, 3.33186, -1.81224], [-2.81689, 2.57562, -1.46422], [1.53273, -2.37993, 4.25238], [2.53423, -4.55025, 4.90143], [2.74760, -6.36115, 3.14584], [2.36208, -5.80298, 0.68523], [1.50932, -3.58566, 0.16374], [1.72741, -0.04111, 4.55747], [3.50379, 1.40762, 5.43815], [5.50834, 2.05032, 4.08637], [5.70201, 1.06074, 1.74269], [4.02393, -0.57406, 0.97420], [-1.09158, -2.59675, 0.39314], [-2.84846, -3.66329, -1.14049], [-5.16419, -2.98161, -0.92887], [-5.77491, -0.94480, 0.56386], [-4.09344, 0.05702, 1.92918], [-2.16080, -2.37376, 3.88745], [-3.54618, -2.43207, 5.87846], [-3.90645, -0.41655, 7.23428], [-3.36101, 1.82301, 6.26256], [-2.09331, 1.90383, 4.04100], [0.71942, 2.51912, 2.51944], [2.06690, 4.47979, 3.08150], [2.62312, 6.19931, 1.36290], [1.56368, 5.84593, -0.97609], [0.07024, 4.01123, -1.44778], [-2.49844, 3.67818, 1.70591], [-4.57814, 4.83091, 1.12882], [-5.56578, 4.66195, -1.16982], [-4.31092, 3.22224, -2.81765], [-2.37354, 1.95109, -2.20107], [-0.43767, -4.39351, -1.88242], [0.21617, -3.42715, -2.22584], [0.94873, -2.68306, -1.41188], [0.18036, -2.91806, -3.66320], [-0.12005, -3.77641, -4.68941], [0.05066, -3.38945, -6.03408], [0.33204, -2.10487, -6.44397], [0.47001, -1.18710, -5.40596], [0.28354, -1.50900, -4.00821], [0.10564, -0.43940, -3.26625], [0.85671, 0.12387, -5.81386], [0.44493, 0.40928, -6.94632], [1.51513, 0.85930, -5.11361], [0.09924, -4.43815, -6.92944], [-0.04612, -5.58865, -6.43052], [0.33588, -4.21361, -8.18010], [-0.52896, -4.77127, -4.44532], [0.50297, -1.74608, -7.42548], [3.12755, 1.42731, -2.68880], [3.58445, 0.02957, -2.87854], [2.65293, -0.90993, -2.20269], [3.91487, 2.09668, -3.06435], [2.99350, 1.60119, -1.62499], [2.22182, 1.62900, -3.23808], [4.55233, -0.14264, -2.41201], [3.67885, -0.27190, -3.93070], [3.03911, -1.80806, -2.09377], [-1.55712, 2.66054, -4.20513], [-0.43037, 3.52785, -4.01095], [0.59135, 2.88391, -3.26772], [-0.92132, 4.63950, -3.13609], [0.03245, 4.07869, -5.18181]], "total_charge": 1, "homo_energy_ev": [-9.52, -10.65], "spin_multiplicity": 6, "energy_ha": -4390.5209, "de_lowest_kcal_mol": 0.0}